# C41H52GeIN3O4SiTi

C41H52GeIN3O4SiTi as an isolated structure (wB97M-V/def2-TZVPD, the Open Molecules 2025 dataset).

Summary:
**Highest occupied orbital energy (alpha / beta)**: -2.08 / -5.22 eV
**Maximum force**: 0.6 eV/A
**Molar mass**: 926.4 g mol⁻¹
**LUMO level (alpha / beta)**: 1.83 / 0.57 eV

The geometry in ORCA input format:
```
! RIJCOSX wB97M-V def2-TZVPD def2/J DEFGRID3
* xyz -1 4
Ti 0.847 0.387 0.065
C 0.823 -5.301 3.174
C -0.291 -4.633 3.670
C -0.785 -3.524 3.001
C -0.184 -3.044 1.830
C 0.931 -3.727 1.352
C 1.429 -4.846 2.016
Ge -1.041 -1.454 1.000
C -1.045 -0.218 2.599
C -2.007 0.781 2.788
C -1.964 1.643 3.871
C -0.922 1.556 4.789
C 0.060 0.597 4.607
C -0.009 -0.282 3.530
C -2.907 -2.154 0.933
C -4.068 -1.398 1.087
C -5.332 -1.976 1.043
C -5.471 -3.339 0.839
C -4.331 -4.117 0.689
C -3.076 -3.530 0.741
H 1.214 -6.169 3.691
H -0.775 -4.975 4.576
H -1.658 -3.019 3.402
H 1.440 -3.384 0.463
H 2.301 -5.353 1.620
H -2.797 0.919 2.060
H -2.738 2.393 3.996
H -0.877 2.233 5.634
H 0.888 0.525 5.303
H 0.773 -1.022 3.412
H -4.014 -0.330 1.244
H -6.209 -1.351 1.168
H -6.454 -3.792 0.801
H -4.416 -5.186 0.534
H -2.205 -4.167 0.632
O 2.340 0.344 1.610
C 2.843 -0.528 0.841
O 1.990 -1.203 0.126
C 4.278 -0.708 0.611
C 5.205 -0.203 1.536
C 6.557 -0.355 1.246
C 6.985 -0.956 0.077
C 6.041 -1.439 -0.859
C 4.671 -1.323 -0.562
N 6.442 -2.014 -2.048
O 5.555 -2.410 -2.872
O 7.686 -2.114 -2.288
H 4.862 0.296 2.431
H 7.299 0.012 1.947
H 8.033 -1.067 -0.157
H 3.956 -1.710 -1.271
C 0.972 0.239 -3.740
Si -0.314 -0.350 -2.495
C -1.864 0.756 -2.761
C -1.428 2.228 -2.750
C -2.485 0.474 -4.140
C -2.930 0.562 -1.689
C -0.532 -2.203 -2.930
C -1.903 -2.756 -2.561
C -0.322 -2.419 -4.441
C 0.540 -3.018 -2.196
H 0.532 0.086 -4.731
H 1.884 -0.359 -3.691
H 1.250 1.284 -3.652
H -0.732 2.456 -3.560
H -0.951 2.507 -1.808
H -2.310 2.868 -2.885
H -1.772 0.633 -4.952
H -3.321 1.166 -4.301
H -2.879 -0.538 -4.230
H -2.550 0.836 -0.701
H -3.284 -0.468 -1.626
H -3.796 1.201 -1.908
H -2.712 -2.327 -3.156
H -2.144 -2.584 -1.517
H -1.918 -3.840 -2.726
H -0.991 -1.816 -5.060
H -0.526 -3.472 -4.667
H 0.704 -2.215 -4.745
H 0.412 -2.967 -1.115
H 1.556 -2.685 -2.422
H 0.461 -4.069 -2.499
I 3.308 3.035 -0.170
C 2.038 1.651 -1.260
H 2.750 1.138 -1.904
H 1.450 2.334 -1.870
N -0.174 2.111 0.599
C -0.360 3.159 1.051
N -0.577 4.339 1.561
C 0.547 5.112 2.112
C 1.007 6.154 1.103
C -0.164 7.011 0.623
C -1.288 6.143 0.060
C -1.733 5.114 1.088
H 1.340 4.414 2.372
H 0.181 5.580 3.031
H 1.467 5.633 0.259
H 1.781 6.775 1.557
H 0.179 7.716 -0.135
H -0.551 7.607 1.458
H -0.938 5.620 -0.835
H -2.145 6.753 -0.235
H -2.471 4.417 0.696
H -2.167 5.605 1.965
*
```

Results of the Mulliken charge analysis, in e, for atoms 1 through 5:
1 Ti -0.661
2 C -0.519
3 C -0.898
4 C 0.006
5 C 0.270



# C41H53AsMgN3O6S

C41H53AsMgN3O6S as an isolated structure at a distorted geometry (wB97M-V/def2-TZVPD, the Open Molecules 2025 dataset).

Summary:
**Highest occupied orbital energy**: -5.22 eV
**Maximum force**: 1.3 eV/A
**Molar mass**: 815.2 g mol⁻¹
**LUMO level**: 2.29 eV

The geometry in ORCA input format:
```
! RIJCOSX wB97M-V def2-TZVPD def2/J DEFGRID3
* xyz -1 1
Mg -0.038 0.606 -0.203
C -4.971 1.698 0.629
C -4.030 0.500 0.804
C -4.402 -0.308 2.046
C -3.975 -0.310 -0.469
C -4.844 -1.381 -0.660
C -4.857 -2.094 -1.852
C -4.022 -1.682 -2.874
C -3.150 -0.594 -2.743
C -2.472 -0.186 -4.064
C -3.433 0.738 -4.835
C -1.067 0.430 -4.058
C -3.082 0.077 -1.494
N -2.070 1.030 -1.231
C -2.219 2.296 -1.610
O -3.188 2.872 -2.139
C -0.943 3.110 -1.403
C -0.887 4.482 -1.543
C 0.342 5.108 -1.359
C 1.475 4.364 -1.043
C 1.338 2.998 -0.921
N 0.154 2.403 -1.121
C 2.505 2.074 -0.567
O 3.641 2.574 -0.538
N 2.125 0.803 -0.364
C 3.130 -0.184 -0.280
C 3.800 -0.604 -1.455
C 4.717 -1.647 -1.386
C 4.988 -2.298 -0.191
C 4.320 -1.896 0.953
C 3.397 -0.851 0.928
C 2.731 -0.427 2.224
C 1.896 -1.563 2.833
C 3.756 0.099 3.236
C 3.525 0.043 -2.804
C 3.179 -0.994 -3.876
C 4.706 0.908 -3.259
H -4.915 2.349 1.508
H -6.005 1.357 0.504
H -4.692 2.285 -0.250
H -3.042 0.906 0.967
H -5.460 -0.595 2.054
H -4.214 0.301 2.937
H -3.797 -1.220 2.126
H -5.529 -1.657 0.135
H -5.520 -2.943 -1.986
H -4.047 -2.212 -3.826
H -2.401 -1.114 -4.640
H -3.544 1.681 -4.291
H -4.420 0.278 -4.937
H -3.040 0.945 -5.838
H -1.110 1.505 -3.886
H -0.610 0.276 -5.043
H -0.419 -0.004 -3.298
H -1.793 5.019 -1.785
H 0.418 6.183 -1.463
H 2.444 4.809 -0.869
H 5.244 -1.952 -2.285
H 5.709 -3.107 -0.154
H 4.534 -2.392 1.896
H 2.065 0.395 1.988
H 2.471 -2.489 2.900
H 1.000 -1.750 2.234
H 1.562 -1.297 3.840
H 4.423 -0.700 3.576
H 3.245 0.517 4.110
H 4.367 0.886 2.784
H 2.650 0.677 -2.682
H 4.020 -1.663 -4.084
H 2.910 -0.495 -4.813
H 2.328 -1.605 -3.564
H 5.603 0.286 -3.391
H 4.918 1.675 -2.514
H 4.482 1.396 -4.214
C -1.529 -3.152 -0.365
As -0.080 -2.548 -1.457
C -0.447 -3.105 -3.244
C 1.484 -3.498 -0.908
O 0.144 -0.904 -1.386
H -1.601 -4.236 -0.418
H -2.448 -2.684 -0.722
H -1.338 -2.830 0.659
H -0.401 -4.189 -3.307
H 0.294 -2.653 -3.898
H -1.439 -2.748 -3.514
H 1.308 -4.571 -0.972
H 1.721 -3.208 0.115
H 2.317 -3.200 -1.545
C 0.577 0.218 8.069
C 0.274 0.533 6.622
C -0.508 -0.328 5.855
C -0.764 -0.063 4.518
C -0.237 1.083 3.936
C 0.540 1.961 4.683
C 0.790 1.680 6.019
S -0.603 1.484 2.255
O -1.824 2.251 2.284
O -0.742 0.153 1.576
O 0.552 2.185 1.719
H -0.232 -0.358 8.524
H 0.720 1.131 8.651
H 1.493 -0.375 8.153
H -0.921 -1.221 6.313
H -1.366 -0.741 3.917
H 0.954 2.844 4.204
H 1.401 2.362 6.604
*
```

Results of the Mulliken charge analysis, in e, for atoms 1 through 5:
1 Mg 1.819
2 C -1.575
3 C 2.601
4 C -1.939
5 C 0.477



# C41H53BF6N6O12P2ReS

C41H53BF6N6O12P2ReS as an isolated structure at a distorted geometry (wB97M-V/def2-TZVPD, the Open Molecules 2025 dataset).

Summary:
**Highest occupied orbital energy (alpha / beta)**: -7.49 / -7.49 eV
**Maximum force**: 1.5 eV/A
**Molar mass**: 1226.9 g mol⁻¹
**LUMO level (alpha / beta)**: -3.52 / -3.07 eV

The geometry in ORCA input format:
```
! RIJCOSX wB97M-V def2-TZVPD def2/J DEFGRID3
* xyz 0 2
Re 0.670 -1.840 0.962
F 4.946 -4.754 1.927
C 3.970 -4.074 2.551
C 2.968 -3.515 1.795
C 1.920 -2.784 2.377
C 1.914 -2.670 3.797
C 2.968 -3.248 4.496
F 2.981 -3.180 5.839
C 4.007 -3.949 3.919
C 0.851 -2.032 4.623
C 1.169 -1.127 5.633
C 0.154 -0.645 6.439
C -1.137 -1.098 6.234
C -1.358 -2.002 5.206
N -0.391 -2.450 4.407
H 3.051 -3.671 0.735
H 4.793 -4.385 4.520
H 2.189 -0.800 5.785
H 0.375 0.066 7.225
H -1.958 -0.760 6.850
H -2.348 -2.379 5.003
C 1.360 4.873 0.890
C 0.027 5.076 0.203
C -0.170 6.475 -0.334
O -0.037 4.178 -0.961
P -0.603 2.710 -0.835
O -0.474 2.081 0.479
C 0.399 1.871 -2.083
P 0.294 0.072 -2.255
O 0.015 -0.708 -1.016
O 1.679 -0.385 -2.846
C 2.350 -0.139 -4.119
C 2.177 -1.372 -4.980
C 1.914 1.115 -4.854
O -0.693 -0.206 -3.445
C -2.164 -0.249 -3.351
C -2.610 -1.657 -3.045
C -2.669 0.235 -4.690
O -2.077 2.725 -1.389
C -2.699 3.809 -2.149
C -2.943 3.319 -3.561
C -3.968 4.192 -1.418
H 1.430 5.532 1.756
H 2.181 5.106 0.207
H 1.460 3.839 1.228
H -0.786 4.811 0.883
H 0.523 6.658 -1.158
H 0.019 7.202 0.454
H -1.192 6.620 -0.679
H 1.434 2.086 -1.807
H 0.192 2.313 -3.056
H 3.396 -0.032 -3.829
H 1.131 -1.487 -5.269
H 2.498 -2.274 -4.461
H 2.780 -1.267 -5.882
H 0.844 1.089 -5.070
H 2.444 1.142 -5.805
H 2.160 2.026 -4.312
H -2.466 0.436 -2.553
H -2.355 -2.323 -3.872
H -3.691 -1.670 -2.911
H -2.161 -2.033 -2.134
H -2.308 -0.429 -5.478
H -2.332 1.249 -4.906
H -3.758 0.221 -4.697
H -2.010 4.653 -2.161
H -3.648 2.486 -3.559
H -2.015 2.994 -4.039
H -3.366 4.128 -4.156
H -4.636 3.331 -1.356
H -4.476 4.991 -1.959
H -3.754 4.541 -0.407
C 2.115 -6.241 -0.450
C 1.357 -6.284 -1.772
C 0.956 -4.910 -2.380
C 0.031 -5.169 -3.582
C -0.164 -3.961 -4.493
C 2.229 -4.226 -2.857
O 2.856 -4.592 -3.816
N 2.677 -3.121 -2.126
C 2.051 -2.665 -1.018
O 2.466 -1.679 -0.349
N 0.953 -3.246 -0.526
C 0.190 -4.129 -1.306
O -0.975 -4.298 -1.086
H 2.340 -7.256 -0.125
H 1.533 -5.767 0.342
H 3.068 -5.714 -0.545
H 0.431 -6.847 -1.653
H 1.960 -6.789 -2.528
H -0.923 -5.483 -3.162
H 0.442 -6.003 -4.151
H -0.312 -3.042 -3.919
H -1.042 -4.101 -5.123
H 0.696 -3.822 -5.148
H 3.488 -2.619 -2.462
F -1.142 -2.480 1.508
B -2.814 -2.490 1.282
F -3.267 -1.879 2.409
F -3.094 -3.796 1.166
F -2.937 -1.722 0.170
O -3.113 5.594 2.191
S -3.037 6.175 3.523
O -2.646 7.568 3.554
O -4.116 5.795 4.416
C -1.633 5.301 4.275
N -0.980 5.888 5.279
C 0.011 5.193 5.821
C 0.383 3.936 5.368
C -0.361 3.424 4.319
N -1.374 4.095 3.782
C -0.083 2.127 3.668
C -1.136 1.401 3.135
C -0.868 0.279 2.388
N 0.389 -0.168 2.185
C 1.410 0.523 2.734
C 1.217 1.660 3.469
H 0.535 5.665 6.646
H 1.198 3.387 5.823
H -2.152 1.755 3.242
H -1.668 -0.266 1.915
H 2.403 0.134 2.545
H 2.072 2.205 3.845
*
```

Results of the Mulliken charge analysis, in e, for atoms 1 through 5:
1 Re 1.867
2 F -0.354
3 C 0.036
4 C -0.815
5 C -0.242



# C41H53Br48N3O3

C41H53Br48N3O3 as an isolated structure at a distorted geometry (wB97M-V/def2-TZVPD, the Open Molecules 2025 dataset).

Summary:
**Highest occupied orbital energy**: -8.70 eV
**Maximum force**: 1.4 eV/A
**Molar mass**: 4471.3 g mol⁻¹
**LUMO level**: -0.18 eV

The geometry in ORCA input format:
```
! RIJCOSX wB97M-V def2-TZVPD def2/J DEFGRID3
* xyz 0 1
C -5.682 1.315 -3.621
C -6.216 2.253 -2.533
C -5.116 3.017 -1.793
C -4.358 2.167 -0.763
C -5.188 1.990 0.510
C -4.477 1.254 1.658
C -3.889 -0.120 1.252
C -2.370 -0.277 1.484
C -1.719 0.879 0.827
N -1.198 1.740 0.275
C -2.061 -0.283 3.004
C -1.250 0.906 3.536
C 0.244 0.783 3.286
N 0.915 1.828 2.672
O 0.804 -0.241 3.629
C -1.782 -1.540 0.757
C -1.955 -1.308 -0.706
N -2.026 -1.265 -1.851
C -2.545 -2.845 1.161
C -2.515 -3.850 0.022
C -3.692 -4.145 -0.662
C -3.675 -5.047 -1.713
C -2.454 -5.609 -2.112
C -2.316 -6.538 -3.314
C -1.290 -5.322 -1.414
C -1.326 -4.449 -0.329
O -0.447 -1.709 1.166
C 0.567 -1.491 0.194
C 1.909 -1.666 0.905
C 3.009 -1.749 -0.158
O 1.835 -2.963 1.509
H -4.885 0.658 -3.273
H -5.344 1.883 -4.488
H -6.505 0.692 -3.977
H -6.888 1.707 -1.867
H -6.836 2.998 -3.040
H -4.433 3.417 -2.547
H -5.555 3.895 -1.311
H -3.451 2.724 -0.525
H -4.110 1.221 -1.245
H -5.420 2.993 0.873
H -6.108 1.458 0.261
H -3.750 1.890 2.163
H -5.252 1.046 2.400
H -4.178 -0.324 0.219
H -4.373 -0.884 1.858
H -3.001 -0.284 3.556
H -1.527 -1.195 3.266
H -1.646 1.877 3.235
H -1.333 0.880 4.626
H 1.889 1.580 2.529
H 0.533 2.053 1.756
H -3.555 -2.644 1.501
H -1.947 -3.272 1.965
H -4.598 -3.648 -0.339
H -4.611 -5.231 -2.223
H -2.297 -5.940 -4.229
H -1.348 -7.030 -3.256
H -3.133 -7.244 -3.376
H -0.358 -5.771 -1.731
H -0.405 -4.220 0.194
H 0.558 -0.480 -0.221
H 0.556 -2.248 -0.592
H 2.093 -0.885 1.641
H 3.037 -0.824 -0.736
H 3.950 -1.974 0.344
H 2.788 -2.604 -0.792
H 2.357 -2.973 2.317
C -4.674 -8.942 0.327
Br -3.018 -9.904 0.525
Br -5.158 -8.018 1.946
Br -4.602 -7.733 -1.175
H -5.446 -9.672 0.132
C -3.629 6.771 -3.122
Br -2.244 5.468 -2.833
Br -4.286 6.723 -4.930
Br -5.043 6.560 -1.836
H -3.194 7.747 -2.967
C 2.208 5.518 1.989
Br 3.210 6.999 2.699
Br 0.639 6.086 1.036
Br 3.333 4.371 0.927
H 1.873 4.932 2.833
C -1.537 -4.111 5.733
Br -3.165 -4.345 4.727
Br -0.389 -5.650 5.593
Br -0.623 -2.495 5.231
H -1.817 -4.017 6.773
C 4.434 8.095 6.237
Br 6.112 7.271 5.772
Br 4.234 8.283 8.141
Br 4.196 9.775 5.323
H 3.650 7.433 5.896
C 5.711 3.495 6.244
Br 7.075 2.139 6.252
Br 4.773 3.555 4.562
Br 4.496 3.305 7.723
H 6.205 4.449 6.359
C 3.194 -2.990 -4.475
Br 4.500 -2.336 -3.222
Br 1.687 -3.797 -3.580
Br 2.634 -1.623 -5.698
H 3.672 -3.763 -5.057
C 1.306 1.525 10.263
Br 1.692 3.409 10.164
Br 0.650 0.841 8.590
Br 2.829 0.520 10.874
H 0.525 1.399 10.998
C 1.126 7.918 -3.317
Br -0.601 8.763 -3.451
Br 1.861 7.541 -5.052
Br 2.335 8.939 -2.225
H 0.976 6.968 -2.821
C 8.928 -1.295 4.198
Br 10.412 -0.776 5.310
Br 7.529 -2.127 5.226
Br 8.262 0.189 3.173
H 9.294 -2.032 3.499
C 2.758 -4.268 -8.762
Br 1.145 -4.725 -7.821
Br 2.669 -2.501 -9.517
Br 4.287 -4.479 -7.612
H 2.867 -4.960 -9.584
C 7.940 -4.429 -3.054
Br 7.187 -4.992 -4.737
Br 6.855 -4.996 -1.570
Br 9.765 -5.010 -2.865
H 7.946 -3.349 -3.052
C 1.051 3.183 -4.357
Br 0.278 2.700 -2.662
Br 2.974 3.245 -4.275
Br 0.425 2.016 -5.751
H 0.710 4.181 -4.598
C 1.950 -5.104 8.979
Br 0.315 -5.647 9.840
Br 1.782 -3.364 8.179
Br 3.454 -5.198 10.176
H 2.136 -5.805 8.178
C -2.418 -2.580 -8.081
Br -2.634 -4.491 -7.920
Br -1.164 -1.884 -6.797
Br -1.954 -2.070 -9.879
H -3.377 -2.137 -7.860
C 1.315 9.364 -9.167
Br 2.570 7.934 -8.856
Br 0.683 9.367 -10.985
Br -0.139 9.332 -7.907
H 1.848 10.291 -9.014
*
```

Results of the Mulliken charge analysis, in e, for atoms 1 through 5:
1 C -1.166
2 C -0.705
3 C -0.449
4 C 0.785
5 C -0.916



no.,energy (eV)
1,-151629.552
2,-137260.301
3,-125423.398
4,-3416023.995